The following is a quantum chemistry calculation of a 8-piece molecular cluster, C31H83N7O13 overall, from OMol25.

Cartesian coordinates (Å):
O (6.27771, 1.47294, 0.79696)
O (2.11480, 4.23283, -1.30030)
O (-3.04579, -2.94094, -0.69437)
O (3.20838, -0.64615, -2.14354)
O (4.03703, -2.00763, 0.12100)
O (-5.64111, -1.76758, 1.62444)
O (4.35165, -5.92249, -1.02708)
O (4.33664, 3.91312, 5.13749)
O (-0.02210, 1.38755, 0.49820)
O (-0.27645, 3.23003, 2.82622)
O (-0.66337, -1.04445, 4.51947)
O (-8.90436, -3.81002, -2.88188)
O (-4.38959, 3.22399, -0.55844)
N (3.24650, -3.64775, -2.64883)
N (1.75061, 1.50363, -0.91607)
N (-5.82276, -3.41503, -3.35489)
N (1.06890, -0.41070, -0.39519)
N (4.11189, 4.38589, 1.52926)
N (1.60741, 2.01901, 4.74039)
N (-3.97314, 0.24698, 0.08016)
C (-4.99835, 0.52462, 1.09047)
C (3.00271, -1.22816, -3.47286)
C (5.94368, 2.86993, 0.65742)
C (2.21480, 2.98694, 5.61961)
C (-8.16204, -2.55500, -2.93920)
C (-4.81718, 4.37333, -1.32058)
C (-2.03776, -2.16002, -1.46704)
C (0.36165, -0.12792, 4.19427)
C (-3.01052, 1.21393, -0.33595)
C (3.54587, -6.12980, -2.20484)
C (-6.50091, -2.89385, 1.51535)
C (2.49130, 5.15927, -2.29366)
C (-5.01941, -2.73923, -2.33726)
C (4.55834, 3.00636, 1.35238)
C (2.14805, 4.65869, 0.04242)
C (-0.87239, -2.06612, 3.53521)
C (0.90221, 0.80405, 5.30664)
C (2.99406, 4.06349, 4.78949)
C (-3.54395, 2.32370, -1.28198)
C (-6.97508, -2.64609, -3.92705)
C (4.33080, 0.30631, -2.06015)
C (5.21238, 4.98365, 4.79415)
C (3.76415, -4.93649, -3.11727)
C (-6.20316, -0.47293, 1.18981)
C (-10.17962, -3.76628, -2.18832)
C (3.61051, -2.67700, -3.66311)
C (3.61726, 4.98781, 0.30342)
C (-4.05746, -3.61896, -1.51408)
C (4.99751, -7.15849, -0.73593)
C (7.46517, 1.27961, 0.02824)
C (0.86836, 0.87272, -0.14313)
H (6.16869, 4.84998, 5.29980)
H (5.61930, -6.97285, 0.13987)
H (5.30209, -0.10735, -2.33142)
H (1.65736, 0.23831, 5.85234)
H (-2.48684, -1.24574, -1.85504)
H (3.65075, 6.07683, 0.33531)
H (-6.85635, -0.55338, 0.32092)
H (-4.48988, 0.57338, 2.05338)
H (1.21332, -0.63722, 3.74329)
H (1.36757, 3.43602, 6.13792)
H (2.61612, 5.04388, 5.07951)
H (-0.33055, -1.87736, 2.60845)
H (-6.28324, -4.06691, -2.73593)
H (4.26398, 0.83079, -1.10697)
H (-8.81731, -1.73577, -3.23518)
H (-3.69770, -0.72265, 0.14383)
H (-0.06019, 0.58683, 3.48767)
H (-7.33044, -3.05188, -4.87423)
H (4.98620, 6.01177, 5.07685)
H (-1.77388, -2.75901, -2.33863)
H (1.94246, -1.31088, -3.71184)
H (4.80445, -4.86590, -3.43492)
H (8.25890, 2.01964, 0.13052)
H (7.21891, 1.17814, -1.02872)
H (5.68817, -7.51273, -1.50117)
H (2.46465, 4.79665, -3.32123)
H (2.47097, -6.16149, -2.02683)
H (-0.31330, -2.88373, 3.99020)
H (4.05363, 1.17792, -2.65309)
H (1.63056, 3.90616, 0.63741)
H (3.51346, 5.53559, -2.25280)
H (5.48020, 4.97440, 3.73760)
H (-6.65852, -1.69136, -4.34703)
H (3.43374, 4.31572, 2.27444)
H (3.32371, -0.57562, -4.28481)
H (3.88472, -1.82713, -0.80661)
H (7.64463, 0.22796, 0.25170)
H (-5.46588, 1.50665, 1.01888)
H (-7.30102, -2.75833, 2.24306)
H (4.48016, 2.34543, 2.21559)
H (2.80490, 2.50712, 6.40041)
H (5.95379, 3.24516, -0.36590)
H (-4.67325, -4.27396, -0.89774)
H (-2.72531, 1.62206, 0.63368)
H (3.34084, -5.15538, -4.09758)
H (1.88680, -0.72196, -0.89944)
H (-6.83294, -2.87798, 0.47727)
H (-7.79532, -2.16921, -1.98800)
H (-9.99553, -3.26727, -1.23689)
H (-6.06201, -3.84926, 1.80286)
H (4.26990, 4.71495, -0.52585)
H (-10.65264, -4.74787, -2.15951)
H (3.25280, -3.03929, -4.62691)
H (0.48413, -1.11547, 0.03079)
H (3.68483, -7.11793, -2.64348)
H (1.74569, 2.50552, -1.04373)
H (-0.00389, 0.95342, 5.89381)
H (2.86679, 3.96762, 3.71121)
H (-5.43010, 5.09365, -0.77876)
H (-5.18971, 4.01617, -2.28067)
H (1.92411, 6.08747, -2.22414)
H (-4.11812, 1.82845, -2.06504)
H (3.84167, 2.48418, 0.71852)
H (-3.51747, -4.31261, -2.15854)
H (-1.92450, -2.35102, 3.53661)
H (1.57388, 5.57330, 0.19045)
H (-4.44694, -2.04512, -2.95253)
H (6.65980, 3.45418, 1.23529)
H (2.19591, 0.91617, -1.60651)
H (-1.13122, 3.10769, 3.23930)
H (3.41376, -2.70159, 0.33595)
H (-2.29113, 0.66841, -0.94669)
H (-1.13966, -1.95295, -0.88512)
H (-0.36409, 2.81792, 1.96673)
H (-3.95057, 4.96135, -1.62275)
H (4.31632, -7.98691, -0.54153)
H (1.53019, 2.32404, 3.78067)
H (-10.77574, -3.10926, -2.82160)
H (-2.71361, 2.83536, -1.76862)
H (-6.94741, -0.16723, 1.92515)
H (-5.63291, -2.26984, -1.56823)
H (4.68802, -2.54415, -3.76021)
H (3.58251, -3.46396, -1.71426)

Values from the calculation:
net charge = +1
multiplicity = 2
<S²> = 0.75
maximum force = 4.08 eV/A
gap between HOMO and LUMO (spin up / spin down) = 7.47 / 3.08 eV